DFT (ωB97M-V/def2-TZVPD) results for C21H36P2PdS as an isolated structure.

Its expectation value of S² is 2.017. The orbital gap (spin up / spin down) comes out at 0.131 / 0.173 Eh. The calculation puts the relative energy (zero: lowest compared OMol25 entry of this formula, charge and spin) at 508.4 kJ/mol. The HOMO energy (spin up / spin down) comes out at -4.08 / -5.23 eV. The value obtained for the LUMO energy (spin up / spin down) is -0.0193 / -0.0196 Ha. The total energy is -2030.180673 hartree. The multiplicity is 3. Its total charge is 0.

Each line ends with the natural charge from an NBO analysis.
Geometry (Å):
P -0.06 3.40 0.02  1.251
P 0.95 1.06 -3.08  1.617
C 0.88 3.66 -1.57  -0.759
C 0.54 2.83 -2.85  -0.741
H 1.97 3.65 -1.37  0.242
H 0.63 4.70 -1.83  0.234
H -0.51 2.97 -3.18  0.257
H 1.16 3.27 -3.66  0.256
C 2.75 1.06 -3.07  -0.984
H 3.17 0.05 -3.00  0.282
H 3.15 1.66 -2.24  0.266
H 3.06 1.53 -4.01  0.244
C 0.37 0.54 -4.69  -0.976
H 1.01 1.02 -5.44  0.251
H -0.67 0.86 -4.82  0.268
H 0.44 -0.55 -4.80  0.278
C 0.55 4.62 1.19  -0.983
H 0.12 4.39 2.18  0.260
H 0.21 5.61 0.87  0.223
H 1.65 4.59 1.25  0.254
C -1.71 3.98 -0.45  -0.988
H -2.04 3.60 -1.43  0.246
H -1.68 5.07 -0.50  0.236
H -2.42 3.67 0.32  0.281
Pd -1.85 -3.03 0.75  0.146
C 0.41 -0.27 -1.99  -0.618
C 1.49 -0.35 -1.00  -0.120
C 1.82 0.77 -0.17  -0.500
C 1.25 0.90 1.26  -0.445
C -0.09 1.64 1.27  -0.188
C -1.29 1.21 0.71  -0.499
C -1.39 1.09 -0.74  -0.451
C -1.06 -0.26 -1.39  -0.400
C -1.60 -2.05 2.42  -0.938
H 0.42 -1.18 -2.61  0.274
H 1.98 -1.31 -0.82  0.226
H 1.46 1.67 -0.70  0.189
H 2.92 0.84 -0.16  0.219
H 1.20 -0.07 1.77  0.267
H 1.96 1.51 1.84  0.196
H -0.18 2.24 2.19  0.203
H -2.17 1.00 1.31  0.238
H -0.59 1.73 -1.16  0.149
H -2.35 1.51 -1.11  0.207
H -1.08 -1.11 -0.68  0.281
H -1.85 -0.45 -2.14  0.205
H -2.48 -2.34 3.00  0.188
H -1.59 -1.02 2.04  0.178
H -0.65 -2.38 2.86  0.191
S -0.12 -4.49 0.54  -0.383
C -0.38 -5.16 2.07  -0.166
C -1.66 -5.67 2.32  -0.248
C -1.94 -6.21 3.57  -0.209
C -0.96 -6.25 4.57  -0.268
C 0.28 -5.62 4.33  -0.208
C 0.58 -5.07 3.10  -0.261
H -2.43 -5.57 1.55  0.221
H -2.94 -6.61 3.76  0.199
H -1.18 -6.73 5.54  0.201
H 1.01 -5.58 5.14  0.197
H 1.50 -4.53 2.92  0.211



DFT (ωB97M-V/def2-TZVPD) results for C21H36P2ReTe as an isolated structure.

Its expectation value of S² is 3.837. The orbital gap (spin up / spin down) comes out at 0.199 / 0.244 Eh. The calculation puts the relative energy (zero: lowest compared OMol25 entry of this formula, charge and spin) at 885.4 kJ/mol. The HOMO energy (spin up / spin down) comes out at -13.17 / -14.27 eV. The value obtained for the LUMO energy (spin up / spin down) is -0.2854 / -0.2800 Ha. The total energy is -1849.585875 hartree. The multiplicity is 4. Its total charge is +2.

Each line ends with the natural charge from an NBO analysis.
Geometry (Å):
P -1.73 -2.23 -3.13  0.823
P -2.12 -4.43 0.08  1.138
C -2.08 -4.13 -2.92  -0.713
C -2.90 -4.54 -1.65  -0.666
H -1.07 -4.55 -2.94  0.220
H -2.55 -4.62 -3.80  0.269
H -3.86 -3.94 -1.60  0.272
H -3.23 -5.62 -1.77  0.279
C -0.84 -5.84 0.27  -0.890
H -0.28 -5.77 1.22  0.275
H -0.06 -5.91 -0.49  0.265
H -1.27 -6.86 0.20  0.276
C -3.55 -5.69 0.64  -0.806
H -3.77 -6.48 -0.10  0.232
H -4.49 -5.16 0.82  0.244
H -3.27 -6.18 1.58  0.243
C -1.11 -2.21 -4.91  -0.927
H -1.11 -1.16 -5.24  0.260
H -1.72 -2.77 -5.63  0.256
H -0.10 -2.61 -4.92  0.237
C -3.72 -2.46 -4.07  -0.648
H -4.54 -2.71 -3.37  0.238
H -3.67 -3.38 -4.67  0.208
H -3.97 -1.74 -4.86  0.236
Re 0.30 -1.83 -1.96  0.437
C -3.10 -2.15 1.87  -0.095
C -2.87 -3.49 1.69  -0.399
C 0.34 -3.74 -1.23  -0.752
C 0.89 -3.62 -2.54  -0.135
C -4.68 -0.85 -2.65  -0.106
C -4.65 -0.77 -1.34  -0.331
C -3.80 -1.70 -0.39  -0.423
C -3.19 -1.04 0.87  -0.480
C -0.21 0.19 -2.60  -1.042
H -3.20 -1.84 2.91  0.254
H -2.88 -4.10 2.63  0.275
H -0.73 -3.49 -1.28  0.238
H 0.51 -4.13 -0.20  0.260
H 1.88 -2.24 -1.16  0.098
H 1.30 -4.46 -3.06  0.254
H -5.13 -0.37 -3.60  0.233
H -5.00 0.08 -0.73  0.230
H -2.96 -2.24 -0.93  0.182
H -4.51 -2.49 -0.02  0.222
H -2.20 -0.49 0.67  0.244
H -3.89 -0.24 1.20  0.250
H -0.71 0.77 -1.79  0.250
H -0.89 0.18 -3.49  0.220
H 0.69 0.75 -2.88  0.259
Te 1.28 -1.11 0.29  0.572
C 1.98 0.94 0.75  -0.187
C 3.33 1.30 0.62  -0.247
C 3.70 2.64 0.85  -0.176
C 2.73 3.59 1.24  -0.170
C 1.40 3.18 1.44  -0.185
C 1.02 1.84 1.23  -0.258
H 4.06 0.52 0.39  0.235
H 4.73 2.94 0.75  0.244
H 3.01 4.63 1.37  0.246
H 0.66 3.91 1.78  0.242
H 0.02 1.47 1.45  0.220



DFT (ωB97M-V/def2-TZVPD) results for C21H36P2SeSn as an isolated structure.

The orbital gap (spin up / spin down) comes out at 0.182 / 0.175 Eh. The calculation puts the relative energy (zero: lowest compared OMol25 entry of this formula, charge and spin) at 471.2 kJ/mol. The HOMO energy (spin up / spin down) comes out at -13.94 / -13.94 eV. The value obtained for the LUMO energy (spin up / spin down) is -0.3302 / -0.3376 Ha. The total energy is -4119.412564 hartree. The multiplicity is 1. Its total charge is +2.

Each line ends with the natural charge from an NBO analysis.
Geometry (Å):
P -2.09 -0.62 -0.43  0.854
P 1.62 -0.32 1.41  1.112
C -0.24 -0.96 -0.90  -0.801
C 0.70 -1.50 0.19  -0.726
H 0.10 -0.05 -1.43  0.289
H -0.35 -1.69 -1.70  0.305
H 0.06 -2.10 0.88  0.251
H 1.43 -2.19 -0.29  0.270
C 2.67 0.95 0.61  -0.969
H 3.16 1.51 1.42  0.283
H 2.05 1.72 0.09  0.243
H 3.38 0.47 -0.07  0.282
C 2.80 -1.42 2.28  -0.953
H 3.72 -1.55 1.68  0.282
H 2.34 -2.41 2.47  0.278
H 3.05 -0.97 3.25  0.274
C -2.83 0.27 -1.81  -0.954
H -3.85 0.55 -1.50  0.268
H -2.86 -0.40 -2.69  0.251
H -2.26 1.19 -2.05  0.243
C -2.92 -2.23 -0.60  -0.949
H -2.37 -3.07 -0.12  0.257
H -3.16 -2.48 -1.65  0.261
H -3.87 -2.12 -0.05  0.268
Sn -0.44 1.55 0.62  1.058
C 1.94 -0.82 -2.69  -0.163
C 1.85 0.54 -2.72  -0.200
C 1.42 1.36 -3.89  -0.452
C 0.34 0.69 -4.74  -0.452
C -0.72 -0.02 -3.96  -0.201
C -0.92 -1.34 -3.78  -0.192
C 0.16 -2.39 -3.91  -0.466
C 1.59 -1.83 -3.78  -0.468
C -1.01 0.01 2.32  -0.986
H 2.50 -1.30 -1.87  0.182
H 2.31 1.11 -1.91  0.187
H 2.29 1.61 -4.51  0.249
H 1.05 2.33 -3.55  0.211
H -0.16 1.47 -5.33  0.241
H 0.79 0.04 -5.49  0.221
H -1.52 0.68 -3.72  0.196
H -1.93 -1.75 -3.62  0.205
H 0.05 -2.88 -4.89  0.257
H 0.01 -3.24 -3.24  0.213
H 2.27 -2.68 -3.62  0.233
H 1.87 -1.43 -4.76  0.231
H -0.31 -0.19 3.15  0.206
H -1.42 -0.93 1.93  0.218
H -1.84 0.59 2.73  0.249
Se -0.17 3.61 2.62  0.199
C -0.64 2.82 4.29  -0.229
C -1.78 3.25 5.00  -0.184
C -2.03 2.75 6.28  -0.195
C -1.13 1.85 6.87  -0.093
C -0.02 1.38 6.16  -0.215
C 0.25 1.89 4.89  -0.194
H -2.44 3.98 4.55  0.248
H -2.94 3.06 6.79  0.253
H -1.31 1.50 7.89  0.248
H 0.62 0.61 6.58  0.243
H 1.15 1.58 4.33  0.218



Copy entry 2 word for word.
DFT (ωB97M-V/def2-TZVPD) results for C21H36P2ReTe as an isolated structure.

Its expectation value of S² is 3.837. The orbital gap (spin up / spin down) comes out at 0.199 / 0.244 Eh. The calculation puts the relative energy (zero: lowest compared OMol25 entry of this formula, charge and spin) at 885.4 kJ/mol. The HOMO energy (spin up / spin down) comes out at -13.17 / -14.27 eV. The value obtained for the LUMO energy (spin up / spin down) is -0.2854 / -0.2800 Ha. The total energy is -1849.585875 hartree. The multiplicity is 4. Its total charge is +2.

Each line ends with the natural charge from an NBO analysis.
Geometry (Å):
P -1.73 -2.23 -3.13  0.823
P -2.12 -4.43 0.08  1.138
C -2.08 -4.13 -2.92  -0.713
C -2.90 -4.54 -1.65  -0.666
H -1.07 -4.55 -2.94  0.220
H -2.55 -4.62 -3.80  0.269
H -3.86 -3.94 -1.60  0.272
H -3.23 -5.62 -1.77  0.279
C -0.84 -5.84 0.27  -0.890
H -0.28 -5.77 1.22  0.275
H -0.06 -5.91 -0.49  0.265
H -1.27 -6.86 0.20  0.276
C -3.55 -5.69 0.64  -0.806
H -3.77 -6.48 -0.10  0.232
H -4.49 -5.16 0.82  0.244
H -3.27 -6.18 1.58  0.243
C -1.11 -2.21 -4.91  -0.927
H -1.11 -1.16 -5.24  0.260
H -1.72 -2.77 -5.63  0.256
H -0.10 -2.61 -4.92  0.237
C -3.72 -2.46 -4.07  -0.648
H -4.54 -2.71 -3.37  0.238
H -3.67 -3.38 -4.67  0.208
H -3.97 -1.74 -4.86  0.236
Re 0.30 -1.83 -1.96  0.437
C -3.10 -2.15 1.87  -0.095
C -2.87 -3.49 1.69  -0.399
C 0.34 -3.74 -1.23  -0.752
C 0.89 -3.62 -2.54  -0.135
C -4.68 -0.85 -2.65  -0.106
C -4.65 -0.77 -1.34  -0.331
C -3.80 -1.70 -0.39  -0.423
C -3.19 -1.04 0.87  -0.480
C -0.21 0.19 -2.60  -1.042
H -3.20 -1.84 2.91  0.254
H -2.88 -4.10 2.63  0.275
H -0.73 -3.49 -1.28  0.238
H 0.51 -4.13 -0.20  0.260
H 1.88 -2.24 -1.16  0.098
H 1.30 -4.46 -3.06  0.254
H -5.13 -0.37 -3.60  0.233
H -5.00 0.08 -0.73  0.230
H -2.96 -2.24 -0.93  0.182
H -4.51 -2.49 -0.02  0.222
H -2.20 -0.49 0.67  0.244
H -3.89 -0.24 1.20  0.250
H -0.71 0.77 -1.79  0.250
H -0.89 0.18 -3.49  0.220
H 0.69 0.75 -2.88  0.259
Te 1.28 -1.11 0.29  0.572
C 1.98 0.94 0.75  -0.187
C 3.33 1.30 0.62  -0.247
C 3.70 2.64 0.85  -0.176
C 2.73 3.59 1.24  -0.170
C 1.40 3.18 1.44  -0.185
C 1.02 1.84 1.23  -0.258
H 4.06 0.52 0.39  0.235
H 4.73 2.94 0.75  0.244
H 3.01 4.63 1.37  0.246
H 0.66 3.91 1.78  0.242
H 0.02 1.47 1.45  0.220